C66H143N7O9 | ωB97M-V/def2-TZVPD

Geometry as XYZ:
```
225
Properties=species:S:1:pos:R:3:forces:R:3:lowdin_charge:R:1
C 20.26320 -7.10379 9.23872 -1.31 0.41 -0.40 -0.25
H 20.28087 -8.68533 -2.27583 0.46 -0.77 -0.24 0.12
O 28.39209 -6.50792 -4.36700 -2.85 -0.48 0.10 -0.09
H 16.85676 -5.44031 -9.98027 -0.07 0.26 -0.14 0.14
H 28.84838 -12.92777 -11.09294 0.26 -0.51 0.69 0.06
H 10.71322 -5.75899 -5.64447 0.30 0.28 0.21 0.10
C 26.21548 0.23443 -2.59367 -1.38 0.54 -1.29 -0.14
C 24.03775 -0.10286 -4.02567 0.13 0.78 -0.23 -0.08
H 29.73042 -8.76663 -12.89607 0.13 -0.73 0.11 0.11
H 26.92610 -10.97634 -15.36475 0.42 -0.44 0.06 0.13
C 16.74227 -2.68477 -4.61795 1.89 -2.53 4.19 -0.94
C 19.10033 -7.23086 10.24685 0.04 -0.62 -0.28 -0.11
H 18.17367 -5.18425 8.63106 0.30 0.28 0.15 0.10
H 19.06156 -5.62958 -13.56932 -0.20 0.03 -0.04 0.12
H 12.55186 -7.32444 1.22643 -0.13 0.02 -0.04 0.10
H 17.40413 -1.39212 -12.63662 0.28 -0.14 0.08 0.08
H 24.26384 -0.04257 -1.93977 -0.53 0.60 0.32 0.11
C 16.80079 -2.07380 -13.23611 -0.77 0.77 0.53 -0.09
H 17.99583 -3.32456 -10.93277 0.18 -0.65 0.32 0.13
H 14.86844 -17.88764 -13.31467 0.13 0.27 -0.15 0.14
O 16.35919 -2.40452 -3.44402 -0.69 0.49 0.04 -0.11
H 27.01468 -9.09569 -13.58308 -0.41 -0.85 -0.03 0.10
H 15.92427 -14.57757 -14.52240 0.66 -0.44 0.65 0.10
C 23.53916 -10.97081 -4.18174 0.43 0.76 0.68 -0.07
C 17.90176 -3.89024 -11.85973 -0.36 -0.63 -1.03 -0.07
H 26.77912 0.63349 0.79804 0.77 0.16 -0.34 0.14
C 12.84385 -17.10884 -13.66827 -0.80 0.89 1.71 -0.13
H 22.36035 -9.10339 -3.83647 0.27 -0.16 -0.81 0.09
H 28.25537 -7.09786 -13.96859 0.09 -0.22 0.34 0.12
H 28.73534 0.86205 -2.41459 0.06 0.30 0.39 0.14
H 25.78395 2.52544 -1.00839 -0.23 0.21 -0.70 0.10
C 12.47974 -14.59009 -13.01587 0.51 -0.95 -1.81 -0.14
H 17.97471 -14.82228 -10.07390 -0.10 0.04 0.27 0.07
N 22.18289 -8.45339 -1.23067 -1.36 0.96 0.72 -0.20
H 13.00933 -16.88096 -14.72126 -0.10 -0.02 0.02 0.11
O 19.65932 -3.52183 3.79848 0.02 1.22 -1.46 -0.12
H 23.81677 -1.17020 -4.01790 0.42 0.01 0.28 0.08
H 28.14147 -10.63987 -12.82439 0.31 0.09 -0.20 0.11
C 17.56786 -5.35876 9.52024 0.84 -1.37 -1.77 0.05
H 21.92188 -6.20780 10.34725 0.06 0.05 -0.21 0.08
C 15.20956 -7.07795 10.47739 0.36 -0.22 -1.10 -0.16
H 12.77651 -7.66294 -4.27904 0.46 0.46 -0.58 0.10
H 27.91443 -12.24980 -13.45287 0.24 -0.13 -0.21 0.13
H 18.90707 -8.40100 -8.96904 -0.18 -0.14 -0.31 0.11
C 28.52133 -8.02585 -14.47476 0.18 0.72 -2.14 -0.20
N 17.66384 -6.89833 9.70603 0.67 0.20 0.81 -0.22
H 22.48946 -9.32564 2.20235 -0.04 0.48 0.03 0.13
H 15.78682 -6.43698 7.58134 0.00 0.28 0.61 0.12
C 30.21778 -9.94445 -14.78240 -2.06 0.28 -0.31 -0.07
H 28.36284 -1.70880 -2.44970 0.01 0.46 -0.18 0.12
H 28.61968 -12.96099 -15.47117 -0.43 0.35 -0.47 0.10
H 15.50410 -15.05877 -10.25908 0.02 -0.12 0.06 0.10
C 17.52869 -15.81400 -9.99855 0.01 -0.14 -0.65 -0.09
H 9.95280 -9.71184 -0.42843 0.34 -0.75 -0.51 0.11
C 11.68811 -6.23816 -5.55463 1.04 -0.31 -1.13 -0.10
H 20.26426 -8.95665 1.55743 -0.84 -0.37 -0.04 0.12
H 16.13825 -6.06981 -11.48132 0.15 0.02 -0.02 0.13
H 12.57101 -5.60043 -5.59817 -0.49 0.71 -0.19 0.09
H 28.77830 -7.70439 -15.48409 -0.15 0.32 -0.35 0.11
H 17.18465 -2.06260 -14.25623 0.02 -0.48 0.14 0.09
C 22.52408 -8.27799 0.32310 0.90 -0.84 -0.76 -0.07
H 17.51537 -8.78630 8.64412 0.08 0.16 0.22 0.14
C 14.17159 -17.14933 -12.91793 -0.06 1.54 0.05 -0.10
C 19.51924 -5.49136 -10.78624 -0.70 -0.90 -1.25 -0.09
C 20.66376 -8.74896 -1.25728 -0.71 -0.98 1.01 -0.11
O 17.63948 -3.98302 3.07302 -2.14 -0.59 -0.15 -0.10
H 20.20363 -7.90162 8.49844 -0.23 -0.06 0.00 0.11
C 17.01226 -6.10388 -10.83091 0.89 0.51 0.27 -0.08
H 19.42609 -4.77922 -9.96630 -0.18 -0.26 0.05 0.14
H 15.78064 -3.27242 -11.77440 0.31 0.19 0.34 0.11
N 11.86350 -7.16328 -1.71440 0.66 0.58 0.12 -0.23
H 25.80863 -1.75781 -0.73004 0.20 -0.37 -0.17 0.11
H 29.43479 -11.92596 -16.74722 0.03 0.01 0.27 0.11
H 16.66791 -14.87664 -12.36273 0.10 -0.06 -0.54 0.12
H 27.98550 -10.02274 -16.40565 0.11 -0.07 -0.01 0.13
H 14.67261 -7.57572 11.28486 -0.33 0.68 0.11 0.13
H 14.08965 -6.87670 -1.94335 -0.48 0.38 0.04 0.11
H 20.09765 -6.17304 8.69615 0.20 0.08 -0.20 0.11
N 29.04431 -10.95607 -14.80176 -1.34 -0.77 0.76 -0.23
C 22.56175 -10.06541 -3.36524 -0.31 0.53 0.25 -0.22
H 23.74293 -11.94611 -3.73974 -0.44 0.00 0.24 0.08
O 16.16174 -1.97030 -5.54993 -0.81 0.98 -2.41 0.06
C 17.36368 -7.72969 8.42346 -1.12 2.09 0.73 -0.08
H 15.12410 -5.99266 10.42330 -1.09 -0.12 0.08 0.11
H 12.50991 -5.61164 -2.93540 -0.03 0.19 -0.19 0.13
C 29.37223 -12.20501 -15.69541 -0.28 0.63 1.72 0.05
H 26.28134 -0.84985 -2.68364 0.79 0.21 0.11 0.13
C 29.78849 -12.37772 -11.05163 -0.57 0.61 -2.32 -0.05
C 22.21310 -9.51857 1.16577 -0.17 -0.11 -0.13 -0.19
H 10.42443 -8.68080 1.79247 0.00 -0.39 -0.34 0.12
H 15.82593 -8.05270 7.15248 -0.67 -0.30 -0.03 0.12
C 16.55863 -3.39712 -12.52757 0.75 -1.25 0.33 -0.22
H 14.79943 -8.87753 9.31358 0.40 -0.08 -0.07 0.12
H 22.30272 -7.22080 8.89706 0.34 0.26 0.30 0.08
H 30.66123 -12.96056 -10.75715 -0.33 -0.20 -0.13 0.08
H 14.41529 -14.95663 -14.97800 -0.43 -0.85 -0.07 0.09
C 26.81532 2.34323 -1.31032 -1.39 -2.50 1.16 0.08
H 18.74377 -3.60879 -12.49209 -0.05 0.09 -0.08 0.12
H 16.58908 -5.02945 9.17145 -0.09 -0.20 0.83 0.10
H 17.32495 -6.11795 -13.31496 0.36 -0.27 -0.67 0.10
H 29.67930 -11.56212 -10.33681 -0.01 0.18 -0.32 0.07
H 20.31395 -5.15855 -11.45389 -0.09 0.21 -0.05 0.13
H 18.24428 -16.49631 -10.45734 -0.15 -0.07 -0.52 0.08
C 15.25526 -15.43685 -14.47604 -1.18 1.20 1.08 0.04
C 18.34831 -6.16495 -12.94262 -0.40 0.72 0.45 0.02
H 23.56594 -7.96498 0.39126 0.13 -0.28 -0.28 0.13
H 11.79757 -6.91150 -6.40477 -0.16 0.16 -0.32 0.08
C 26.38398 0.13517 -0.08720 -0.81 0.81 -0.01 -0.15
H 27.06968 2.75532 -2.28683 0.27 0.02 0.45 0.11
N 18.20879 -5.44944 -11.63425 -0.75 0.85 1.70 -0.23
C 20.71192 -9.83555 1.09350 1.50 -0.01 -0.94 -0.18
H 24.59886 0.15633 -4.92350 0.00 -0.14 -0.11 0.08
C 17.30011 -7.48762 -10.24378 0.92 -0.57 -0.12 -0.17
H 20.90288 -10.85347 -0.82470 -0.41 -0.42 0.16 0.09
C 26.56302 -1.35056 -0.05690 0.18 -0.57 -0.11 -0.15
C 15.90277 -7.42037 8.03698 0.58 -1.70 -0.07 -0.16
H 21.87185 -7.95742 10.43534 -0.04 -0.11 -0.02 0.08
H 26.19637 -1.58349 0.94281 0.30 -0.57 0.06 0.13
H 30.26300 -12.68593 -15.29122 0.35 0.55 -0.38 0.09
C 11.54515 -6.22703 -0.50962 0.78 -2.13 1.35 -0.06
O 17.58007 -3.56975 -4.83923 0.48 -0.45 -1.83 -0.09
H 21.71349 -6.28815 -1.51641 -0.08 -0.40 0.46 0.11
C 27.30117 -8.95795 -14.62569 2.14 -0.40 1.26 -0.14
H 15.73364 -16.82533 -10.23167 -0.59 0.01 -0.38 0.11
H 14.12517 -17.28729 -11.83770 -0.62 -0.43 -0.07 0.13
H 21.57643 -10.52737 -3.30350 0.02 -0.23 0.19 0.10
C 29.95695 -11.89908 -12.59606 -0.05 -0.07 1.23 -0.19
H 18.02598 -2.85733 1.35807 -0.19 0.04 -0.04 0.09
H 13.37220 -8.42696 -2.36849 0.55 -0.18 0.40 0.08
H 12.51341 -14.36036 -14.08087 0.19 0.39 -0.12 0.10
C 14.87114 -7.80302 9.14504 0.46 1.16 -0.82 -0.15
H 13.80405 -14.83407 -11.37099 0.19 0.14 0.05 0.11
H 22.79112 -10.42155 0.96924 0.24 0.15 -0.64 0.11
H 11.42785 -9.01746 -2.57040 -0.25 -0.21 0.27 0.11
H 12.34475 -5.48667 -0.48452 -0.22 0.11 -0.22 0.13
H 15.82471 -1.58897 -13.21908 0.01 0.19 -0.49 0.09
H 16.75603 -16.64226 -12.61744 -0.21 0.04 -0.07 0.14
C 10.97367 -8.41653 -1.78254 0.70 0.53 1.70 -0.09
H 17.29719 -8.27739 -10.99502 0.42 0.11 -0.43 0.11
H 13.91319 -7.52575 8.70510 -0.24 0.17 0.56 0.11
N 14.81981 -15.74056 -12.97444 1.56 -0.96 -1.67 -0.23
C 19.78195 -6.93800 -10.36887 -0.78 0.48 1.64 -0.15
C 16.65348 -7.27892 10.81425 1.55 -0.74 0.06 -0.14
H 15.62655 -1.51303 -4.89719 -0.91 1.12 -0.22 0.09
H 21.96018 -7.29268 -2.92496 0.67 0.53 -0.23 0.09
C 10.88039 -9.14069 -0.38992 -1.46 0.61 0.44 -0.14
C 21.67669 -7.10699 9.78207 -0.13 -0.24 0.31 -0.09
N 26.88323 0.74598 -1.36293 0.86 1.33 0.16 -0.26
C 29.80725 -8.64176 -13.97617 0.96 -1.65 0.46 -0.14
C 18.63611 -7.45030 -9.42823 -0.57 0.20 -1.14 -0.15
C 13.91417 -14.59398 -12.42849 0.34 -1.82 0.10 -0.07
H 10.77678 -5.70999 -2.98312 -0.26 -0.49 0.26 0.13
O 29.12059 -8.11841 -5.79354 -0.90 -1.81 -0.76 0.04
H 10.56283 -5.77427 -0.64432 0.13 -0.09 -0.25 0.13
H 16.08561 -4.12687 -13.18472 0.42 -0.16 -0.38 0.10
H 18.68761 -7.19341 -12.81910 -0.25 0.20 0.17 0.09
C 16.16585 -15.82937 -12.19435 -0.54 0.99 1.10 -0.12
H 28.81124 0.59048 -0.56613 0.17 1.12 -0.30 0.14
H 16.81456 -8.32486 11.07537 0.33 -0.14 -0.27 0.13
H 26.45963 -8.40558 -15.04375 0.19 -0.48 -0.69 0.12
H 23.23186 -11.13405 -5.21470 -0.34 0.17 0.18 0.07
H 11.71064 -9.80201 -0.14208 0.06 0.15 -0.26 0.11
H 30.07713 -8.19514 -5.76572 0.99 -1.39 -1.31 0.07
H 31.14428 -10.47962 -14.57437 -0.24 0.24 0.60 0.13
H 14.64828 -13.79627 -12.54189 -0.93 0.80 -0.06 0.13
C 24.69660 0.50356 -2.77796 0.72 -0.67 0.85 -0.21
C 18.71853 -3.39268 2.95906 1.12 -2.31 2.76 -0.91
H 29.69821 -1.21920 -1.39294 0.17 0.05 -0.60 0.13
H 30.27142 -9.70545 -15.84452 0.17 0.41 -0.07 0.13
H 13.69954 -7.98280 -0.63212 -0.67 -0.04 -0.07 0.10
H 18.40858 -6.78863 -8.59245 0.57 0.35 0.05 0.12
C 11.84603 -7.10300 -4.37274 -0.85 -1.12 3.11 -0.26
H 26.78491 0.77693 -3.34835 -0.07 -0.58 -0.53 0.14
H 20.08326 -7.94193 -0.81029 0.73 0.47 0.42 0.13
H 11.71382 -16.25088 -11.92462 0.02 -0.59 0.05 0.11
C 28.02305 -1.83984 -0.35312 -1.67 -0.70 0.56 -0.16
H 19.31625 -6.64470 11.14010 -0.42 0.33 -0.09 0.13
H 30.43681 -12.68973 -13.17289 -0.26 -0.38 0.18 0.09
H 18.02507 -4.84951 10.36860 -0.50 -0.17 0.03 0.12
C 16.10611 -15.88482 -10.63765 0.67 -0.73 0.02 -0.22
H 24.52251 -10.50282 -4.22783 0.02 0.20 -0.08 0.08
C 28.62394 -1.13794 -1.55861 0.26 0.12 0.75 -0.16
C 20.29694 -10.05338 -0.39952 1.12 1.48 0.27 -0.12
H 19.04256 -8.26701 10.58027 -0.18 -0.06 0.02 0.13
H 28.07704 -2.90006 -0.60037 -0.61 -0.14 0.02 0.12
H 19.23888 -10.31140 -0.35428 0.03 0.20 -0.83 0.11
C 10.50681 -8.20085 0.81729 1.94 1.20 -1.29 -0.17
C 13.38176 -7.63826 -1.61619 -1.51 0.13 -1.02 0.06
H 11.85485 -13.80222 -12.59531 0.14 -0.26 0.44 0.12
H 22.89879 -10.41261 -1.21363 0.41 -0.16 -0.28 0.10
H 11.13128 -7.92551 -4.39977 -0.49 0.15 0.00 0.10
H 19.88783 -7.59094 -11.23521 0.09 0.01 0.11 0.10
H 12.39844 -18.10065 -13.59066 -0.07 0.05 -0.13 0.12
H 23.07360 0.39934 -4.10510 -0.06 -0.10 -0.14 0.08
H 30.71029 -8.03749 -14.06273 -0.35 0.60 -0.31 0.13
H 25.32296 0.37192 -0.00793 -0.13 -0.04 -0.27 0.13
H 17.52637 -16.19742 -8.97821 -0.34 0.57 0.15 0.08
H 24.06747 -9.28629 -1.94456 -0.08 0.09 -0.06 0.14
H 11.10590 -6.30261 1.57488 0.53 0.08 0.32 0.11
O 18.86116 -2.71314 1.80894 1.24 1.30 -1.05 0.04
H 21.97070 -7.43972 0.74637 -0.45 0.07 -0.65 0.14
C 11.85442 -16.03740 -12.98422 1.49 -0.05 0.13 -0.13
C 22.34936 -7.07016 -1.93142 -0.15 -1.65 0.33 0.04
H 20.59562 -10.76559 1.64992 -0.63 0.24 0.13 0.12
H 27.31547 2.63523 -0.38690 0.92 0.12 -0.67 0.11
C 28.65010 -11.45318 -13.34202 1.99 0.22 -0.09 -0.08
H 9.98250 -8.09777 -2.10514 0.06 0.14 0.06 0.14
H 20.71761 -6.93608 -9.80972 0.10 -0.09 -0.13 0.12
H 16.99419 -6.70994 11.67928 -0.25 0.15 0.02 0.14
C 11.54991 -7.03945 0.90555 -1.53 0.79 -1.93 -0.13
C 23.03447 -9.63360 -1.96384 -0.74 0.40 1.47 -0.06
H 17.98025 -7.39465 7.58939 0.42 -0.01 0.41 0.13
O 30.41871 -6.63311 -4.97079 5.03 0.74 -0.53 -0.03
H 24.49326 1.57398 -2.74705 -0.17 -0.11 0.21 0.11
H 28.54101 -1.85521 0.60583 0.60 0.88 -0.19 0.12
H 23.39423 -6.77643 -1.83118 -0.08 -0.12 -0.51 0.11
C 27.76763 -10.28359 -15.37000 -0.50 1.28 0.42 -0.09
C 29.29088 -7.04606 -5.01867 -2.55 2.95 2.52 -1.00
H 30.73043 -11.13107 -12.59396 -0.40 0.41 -0.05 0.09
C 11.68228 -6.31537 -3.02417 1.28 -0.52 0.01 -0.09
H 9.56270 -7.70842 0.58436 -0.23 -0.19 0.10 0.11
H 15.64183 -16.29914 -15.01927 -0.15 -0.01 0.46 0.12
C 28.34003 0.37252 -1.52453 0.25 -1.28 0.51 -0.11
H 10.86928 -16.12689 -13.44204 0.16 0.46 -0.14 0.12
H 16.47464 -7.83221 -9.62091 -0.15 0.62 0.26 0.12
```
Positions in Å, forces in eV/Å.

## Properties
Orbital gap   3.778 eV
Calculated total energy   -3659.46796 Ha
Net charge   +4